Formula: C23H20N2O4
Source: the OMol25 dataset
Level of theory: the ωB97M-V functional and the def2-TZVPD basis

Atoms and positions in Å:
1 C -0.973 5.290 -0.432
2 O 0.155 4.563 -0.852
3 C 0.696 3.649 -0.004
4 C 1.784 2.928 -0.498
5 C 2.408 1.991 0.296
6 C 1.968 1.745 1.585
7 C 0.871 2.442 2.073
8 N 0.384 2.228 3.373
9 C 0.288 1.063 4.071
10 O 0.006 1.062 5.253
11 C 0.490 -0.190 3.286
12 C 1.298 -1.201 3.791
13 C 1.481 -2.364 3.063
14 C 0.858 -2.531 1.839
15 C 0.015 -1.536 1.358
16 N -0.640 -1.701 0.109
17 C -0.787 -0.672 -0.813
18 O -0.401 0.456 -0.661
19 C -1.484 -1.235 -2.031
20 C -1.743 -2.704 -1.705
21 C -1.184 -2.909 -0.315
22 O -1.195 -3.925 0.324
23 C -0.899 -3.457 -2.773
24 C -1.581 -3.157 -4.086
25 C -1.357 -1.880 -4.369
26 C -0.522 -1.305 -3.252
27 C 0.320 -2.533 -2.884
28 C -0.179 -0.370 2.082
29 C 0.246 3.405 1.286
30 H -0.748 5.916 0.438
31 H -1.813 4.628 -0.198
32 H -1.242 5.930 -1.271
33 H 2.115 3.125 -1.504
34 H 3.256 1.444 -0.089
35 H 2.473 1.023 2.207
36 H 0.078 3.048 3.883
37 H 1.783 -1.061 4.744
38 H 2.118 -3.146 3.447
39 H 1.010 -3.435 1.271
40 H -2.369 -0.640 -2.260
41 H -2.787 -3.017 -1.734
42 H -0.726 -4.503 -2.536
43 H -2.179 -3.866 -4.626
44 H -1.730 -1.305 -5.196
45 H -0.002 -0.373 -3.451
46 H 0.992 -2.830 -3.686
47 H 0.887 -2.424 -1.960
48 H -0.840 0.395 1.708
49 H -0.597 3.939 1.697

ΔE to the lowest compared entry with this formula, charge and spin	31.4	kcal/mol
SMILES	COc1cccc(NC(=O)c2cccc(N3C(=O)[C@@H]4[C@H](C3=O)[C@H]3C=C[C@@H]4C3)c2)c1
spin multiplicity	1
E_HOMO	-8.218	eV
E_tot	-35346.53464	eV

Mulliken atomic charge list, values in e, 8 entries:
1. C -0.84
2. O -0.44
3. C 0.70
4. C -0.75
5. C -0.63
6. C -0.35
7. C -0.24
8. N -0.07

***

Formula: C23H20N2O4
Source: the OMol25 dataset
Level of theory: the ωB97M-V functional and the def2-TZVPD basis

Atoms and positions in Å:
1 C -5.882 1.105 0.320
2 C -4.761 2.093 0.227
3 C -4.867 3.219 -0.578
4 C -3.828 4.126 -0.682
5 C -2.655 3.922 0.025
6 C -2.526 2.801 0.823
7 C -3.566 1.883 0.920
8 C -3.399 0.718 1.834
9 O -4.121 0.498 2.785
10 N -2.315 -0.089 1.609
11 C -1.408 -0.102 0.549
12 C -0.108 -0.532 0.794
13 C 0.844 -0.566 -0.223
14 N 2.120 -1.017 0.103
15 C 3.243 -1.082 -0.686
16 O 3.298 -0.709 -1.834
17 C 4.425 -1.627 0.053
18 C 5.576 -0.846 0.068
19 C 6.707 -1.272 0.736
20 C 6.698 -2.499 1.379
21 C 5.567 -3.293 1.336
22 C 4.416 -2.877 0.677
23 C 3.224 -3.790 0.627
24 C 0.489 -0.162 -1.506
25 C -0.819 0.242 -1.752
26 C -1.179 0.652 -3.130
27 O -0.429 0.642 -4.072
28 O -2.456 1.055 -3.246
29 C -1.773 0.261 -0.743
30 H -6.784 1.501 -0.139
31 H -6.086 0.864 1.361
32 H -5.613 0.178 -0.189
33 H -5.781 3.388 -1.128
34 H -3.934 4.996 -1.313
35 H -1.844 4.631 -0.046
36 H -1.615 2.638 1.382
37 H -2.136 -0.747 2.359
38 H 0.169 -0.837 1.795
39 H 2.237 -1.308 1.064
40 H 5.566 0.101 -0.450
41 H 7.593 -0.656 0.750
42 H 7.577 -2.844 1.902
43 H 5.573 -4.260 1.818
44 H 2.598 -3.583 -0.237
45 H 3.555 -4.826 0.574
46 H 2.619 -3.688 1.529
47 H 1.207 -0.165 -2.309
48 H -2.630 1.315 -4.164
49 H -2.783 0.550 -0.973

ΔE to the lowest compared entry with this formula, charge and spin	0.0	kcal/mol
SMILES	Cc1ccccc1C(=O)Nc1cc(NC(=O)c2ccccc2C)cc(C(=O)O)c1
spin multiplicity	1
E_HOMO	-8.624	eV
E_tot	-35347.89756	eV

Mulliken atomic charge list, values in e, 8 entries:
1. C -1.52
2. C 1.14
3. C -0.85
4. C -0.63
5. C -0.85
6. C 0.06
7. C 0.36
8. C -0.07

***

Formula: C23H20N2OPtS
Source: the OMol25 dataset
Level of theory: the ωB97M-V functional and the def2-TZVPD basis

Atoms and positions in Å:
1 Pt -1.309 0.741 -0.179
2 C 2.383 0.788 0.285
3 N 1.468 1.770 -0.267
4 C 1.631 3.057 0.380
5 C 1.585 1.846 -1.716
6 C 0.793 0.795 -2.481
7 C 1.320 0.365 -3.699
8 C 0.642 -0.541 -4.498
9 C -0.598 -1.011 -4.088
10 C -1.123 -0.586 -2.877
11 C -0.436 0.296 -2.033
12 H 3.434 1.106 0.186
13 H 2.263 -0.161 -0.236
14 H 2.167 0.628 1.343
15 H 2.639 3.480 0.237
16 H 1.456 2.950 1.452
17 H 0.903 3.768 -0.014
18 H 2.644 1.772 -2.014
19 H 1.250 2.836 -2.040
20 H 2.286 0.742 -4.021
21 H 1.073 -0.870 -5.436
22 H -1.150 -1.709 -4.706
23 H -2.092 -0.965 -2.570
24 S -0.499 -2.362 3.008
25 C 0.331 -2.971 1.613
26 C 1.106 -4.122 1.531
27 C 1.695 -4.421 0.320
28 C 1.503 -3.585 -0.782
29 C 0.730 -2.444 -0.701
30 C 0.135 -2.119 0.520
31 N -0.679 -1.013 0.822
32 C -1.059 -1.026 2.084
33 C -1.856 0.060 2.620
34 C -2.322 0.079 3.934
35 C -3.064 1.160 4.370
36 C -3.329 2.201 3.485
37 C -2.858 2.166 2.179
38 C -2.102 1.095 1.702
39 H 1.244 -4.759 2.394
40 H 2.310 -5.306 0.227
41 H 1.966 -3.834 -1.728
42 H 0.589 -1.819 -1.564
43 H -2.110 -0.743 4.609
44 H -3.435 1.196 5.385
45 H -3.911 3.050 3.821
46 H -3.093 2.999 1.525
47 O -2.486 3.177 -1.421
48 C -2.035 2.245 -0.960

ΔE to the lowest compared entry with this formula, charge and spin	0.0	kcal/mol
spin multiplicity	1
E_HOMO	-8.036	eV
E_tot	-43286.20633	eV

Mulliken atomic charge list, values in e, 8 entries:
1. Pt 1.31
2. C -1.20
3. N 0.60
4. C -1.18
5. C -1.53
6. C 2.44
7. C -0.74
8. C -0.61

***

Formula: C23H20N4O4
Source: the OMol25 dataset
Level of theory: the ωB97M-V functional and the def2-TZVPD basis

Atoms and positions in Å:
1 C -2.579 3.445 -3.770
2 O -2.706 2.081 -3.393
3 C -3.731 1.413 -3.913
4 O -4.532 1.873 -4.681
5 C -3.755 -0.036 -3.420
6 N -3.118 -0.196 -2.150
7 C -1.946 -0.838 -1.911
8 C -1.605 -0.742 -0.581
9 C -0.454 -1.305 0.055
10 N 0.417 -1.958 -0.607
11 N 1.475 -2.463 0.059
12 C 2.463 -3.139 -0.574
13 O 2.509 -3.391 -1.755
14 C 3.569 -3.601 0.393
15 O 3.554 -2.897 1.616
16 C 4.081 -1.636 1.644
17 C 5.332 -1.310 1.179
18 C 5.839 -0.013 1.339
19 C 5.111 0.957 1.969
20 C 3.818 0.669 2.446
21 C 2.997 1.619 3.091
22 C 1.740 1.260 3.494
23 C 1.299 -0.047 3.229
24 N 2.028 -0.955 2.642
25 C 3.283 -0.634 2.267
26 C -2.639 0.033 0.043
27 C -2.868 0.481 1.342
28 C -3.994 1.234 1.592
29 C -4.897 1.552 0.574
30 C -4.696 1.122 -0.721
31 C -3.563 0.361 -0.976
32 H -1.629 3.783 -3.365
33 H -2.594 3.541 -4.857
34 H -3.402 4.028 -3.352
35 H -4.802 -0.357 -3.381
36 H -3.237 -0.649 -4.164
37 H -1.409 -1.344 -2.689
38 H -0.354 -1.149 1.135
39 H 1.559 -2.288 1.071
40 H 4.528 -3.536 -0.129
41 H 3.386 -4.650 0.648
42 H 5.946 -2.057 0.698
43 H 6.828 0.206 0.966
44 H 5.510 1.952 2.104
45 H 3.376 2.618 3.254
46 H 1.087 1.959 3.993
47 H 0.300 -0.354 3.514
48 H -2.177 0.243 2.136
49 H -4.189 1.591 2.592
50 H -5.767 2.147 0.809
51 H -5.393 1.374 -1.506

ΔE to the lowest compared entry with this formula, charge and spin	49.0	kcal/mol
SMILES	COC(=O)Cn1cc(/C=N/NC(=O)COc2cccc3cccnc23)c2ccccc21
spin multiplicity	1
E_HOMO	-7.542	eV
E_tot	-38325.67931	eV

Mulliken atomic charge list, values in e, 8 entries:
1. C -0.72
2. O -0.21
3. C 0.64
4. O -0.60
5. C -0.76
6. N 0.24
7. C -0.31
8. C 0.35

***

Formula: C23H20N6O4S
Source: the OMol25 dataset
Level of theory: the ωB97M-V functional and the def2-TZVPD basis

Atoms and positions in Å:
1 C 0.207 -2.827 8.394
2 O -0.744 -2.361 7.467
3 C -0.456 -2.440 6.141
4 C 0.726 -2.947 5.607
5 C 0.907 -2.977 4.238
6 C -0.076 -2.507 3.370
7 C 0.147 -2.549 1.934
8 C -0.696 -2.096 0.898
9 C -0.002 -2.346 -0.274
10 C -0.392 -1.985 -1.635
11 O -1.507 -1.624 -1.941
12 N 0.636 -2.078 -2.567
13 N 0.461 -1.410 -3.774
14 C 0.063 -0.120 -3.864
15 S -0.553 0.472 -5.265
16 N 0.191 0.728 -2.782
17 C 1.066 0.721 -1.722
18 O 1.976 -0.080 -1.595
19 C 0.780 1.760 -0.730
20 C 0.069 3.002 -0.841
21 C -0.472 3.650 -2.035
22 C -1.743 4.217 -1.997
23 C -2.265 4.819 -3.128
24 C -1.522 4.870 -4.296
25 C -0.247 4.332 -4.332
26 C 0.280 3.724 -3.207
27 N -0.024 3.564 0.334
28 O 0.594 2.759 1.232
29 C 1.088 1.686 0.615
30 C 1.798 0.664 1.413
31 N 1.175 -2.913 0.104
32 N 1.269 -3.046 1.415
33 C -1.257 -1.999 3.912
34 C -1.444 -1.966 5.275
35 H -0.237 -2.668 9.376
36 H 1.144 -2.264 8.326
37 H 0.412 -3.894 8.259
38 H 1.509 -3.321 6.247
39 H 1.820 -3.369 3.819
40 H -1.663 -1.646 0.968
41 H 1.576 -1.941 -2.195
42 H 0.211 -1.987 -4.570
43 H -0.379 1.564 -2.887
44 H -2.310 4.171 -1.081
45 H -3.255 5.248 -3.097
46 H -1.935 5.334 -5.179
47 H 0.339 4.379 -5.237
48 H 1.284 3.321 -3.230
49 H 2.472 1.149 2.115
50 H 1.085 0.073 1.989
51 H 2.356 0.008 0.753
52 H 1.916 -3.264 -0.483
53 H -2.036 -1.629 3.264
54 H -2.354 -1.576 5.703

SMILES	COc1ccc(-c2cc(C(=O)NNC(=S)NC(=O)c3c(-c4ccccc4)noc3C)[nH]n2)cc1
spin multiplicity	1
E_HOMO	-8.246	eV
E_tot	-52140.40139	eV

Mulliken atomic charge list, values in e, 8 entries:
1. C -0.83
2. O -0.45
3. C 0.91
4. C -0.40
5. C -0.89
6. C 0.59
7. C 0.34
8. C 0.11

***

Look up the E_tot of the third one. -43286.20633 eV